1.
Entry from the Open Molecules 2025 dataset: 12 unconnected molecules or ions with the total composition C41H58O36 (ωB97M-V/def2-TZVPD).

The geometry in XYZ format:
```
135
C41H58O36 ωB97M-V/def2-TZVPD
C 2.016 16.562 -14.832
C 3.360 17.135 -15.191
O 4.056 16.819 -13.960
C 3.156 16.907 -12.946
O 3.436 16.856 -11.755
O 1.890 16.980 -13.498
H 2.027 15.473 -14.886
H 1.174 17.009 -15.360
H 3.243 18.207 -15.348
H 3.905 16.725 -16.040
C 1.303 15.874 -24.352
C 2.575 15.359 -23.844
O 2.864 16.158 -22.680
C 2.227 17.369 -22.846
O 2.403 18.386 -22.136
O 1.322 17.204 -23.803
H 0.408 15.397 -23.952
H 1.359 15.867 -25.440
H 3.401 15.480 -24.546
H 2.483 14.309 -23.569
C 0.901 14.290 -20.490
C 0.064 15.609 -20.557
O 0.786 16.503 -19.827
C 1.759 15.911 -19.121
O 2.377 16.454 -18.211
O 1.911 14.580 -19.516
H 1.314 14.156 -21.490
H 0.259 13.436 -20.276
H -0.942 15.315 -20.257
H 0.021 16.089 -21.534
C 7.186 15.074 -13.392
C 6.174 14.873 -12.311
O 6.248 13.528 -11.988
C 7.290 12.959 -12.549
O 7.632 11.792 -12.372
O 7.905 13.914 -13.245
H 7.711 16.029 -13.349
H 6.702 15.230 -14.356
H 5.147 15.047 -12.630
H 6.563 15.492 -11.503
C 6.152 13.243 -24.250
C 6.782 14.433 -23.617
O 7.663 13.935 -22.696
C 7.737 12.676 -22.751
O 8.489 11.971 -22.016
O 6.919 12.200 -23.634
H 6.437 13.268 -25.302
H 5.077 13.261 -24.072
H 6.024 15.112 -23.228
H 7.357 14.969 -24.372
C 4.351 14.046 -16.127
C 5.244 12.998 -16.755
O 5.348 12.060 -15.684
C 4.437 12.203 -14.712
O 4.248 11.508 -13.750
O 3.919 13.437 -14.881
H 3.467 14.166 -16.753
H 4.871 15.002 -16.064
H 6.261 13.342 -16.938
H 4.826 12.365 -17.538
C 3.502 22.937 -21.095
C 3.814 21.496 -21.545
O 4.980 21.584 -22.303
C 5.314 22.898 -22.491
O 6.230 23.321 -23.186
O 4.407 23.601 -21.956
H 3.720 23.094 -20.039
H 2.537 23.296 -21.453
H 3.059 20.954 -22.115
H 4.058 20.879 -20.679
C 5.332 8.899 -20.356
C 5.217 10.238 -19.574
C 6.545 10.995 -19.506
O 6.142 12.338 -19.800
C 4.977 12.326 -20.468
O 4.532 13.333 -21.078
O 4.469 11.096 -20.408
H 5.913 8.206 -19.749
H 5.690 8.967 -21.384
H 4.388 8.416 -20.608
H 4.879 10.232 -18.538
H 7.263 10.656 -20.252
H 7.105 10.954 -18.572
C 1.614 22.304 -14.574
C 1.255 21.492 -15.875
C 1.757 22.303 -17.072
O 2.488 21.369 -17.860
C 2.655 20.268 -17.197
O 3.322 19.240 -17.618
O 2.239 20.401 -15.995
H 1.481 21.721 -13.662
H 1.030 23.225 -14.576
H 2.684 22.510 -14.555
H 0.202 21.231 -15.977
H 2.390 23.097 -16.675
H 0.981 22.760 -17.685
C 5.610 18.076 -21.057
C 5.133 17.438 -19.719
C 5.292 15.912 -19.576
O 5.760 15.743 -18.330
C 6.156 16.931 -17.818
O 6.648 17.061 -16.704
O 5.931 17.892 -18.664
H 6.685 18.155 -21.219
H 5.226 19.090 -21.168
H 5.111 17.561 -21.878
H 4.086 17.715 -19.594
H 6.034 15.606 -20.314
H 4.323 15.432 -19.710
C 11.145 19.890 -17.211
C 10.931 18.561 -17.940
C 9.543 18.547 -18.532
O 9.700 18.042 -19.884
C 11.003 18.059 -20.192
O 11.462 17.663 -21.268
O 11.718 18.626 -19.134
H 10.757 20.643 -17.896
H 12.156 19.982 -16.813
H 10.581 19.678 -16.303
H 11.056 17.678 -17.313
H 9.120 19.551 -18.568
H 8.848 18.000 -17.895
C 9.901 19.622 -24.129
C 9.064 20.543 -23.397
C 8.011 19.926 -22.472
O 8.086 20.740 -21.323
C 9.293 21.330 -21.285
O 9.711 21.918 -20.354
O 9.781 21.400 -22.500
H 10.406 18.982 -23.405
H 10.703 20.107 -24.685
H 9.273 18.983 -24.749
H 8.556 21.256 -24.046
H 8.279 18.874 -22.377
H 7.094 20.205 -22.991
```

- HOMO energy: -10.099 eV
- Total charge: 0
- Energy above the lowest of the compared OMol25 structures with the same formula, charge and spin: 115.3 kcal per mole

Löwdin population analysis, charges in e, atoms 1 to 5:
1. C -0.14
2. C -0.10
3. O 0.04
4. C -0.50
5. O 0.13



2.
Entry from the Open Molecules 2025 dataset: a molecular structure, C41H59BBaBrN10O3S (ωB97M-V/def2-TZVPD).

The geometry in XYZ format:
```
117
C41H59BBaBrN10O3S ωB97M-V/def2-TZVPD
Ba 0.114 0.211 0.213
C -3.274 -1.082 -4.778
C -2.700 -1.519 -3.471
C -2.937 -2.696 -2.794
C -2.183 -2.602 -1.612
N -1.531 -1.449 -1.583
N -1.848 -0.782 -2.723
B -1.242 0.570 -3.140
N 0.318 0.499 -3.288
N 1.213 0.209 -2.304
C 2.424 0.243 -2.823
C 2.332 0.534 -4.201
C 0.991 0.685 -4.454
C 0.359 1.000 -5.770
C 3.672 0.011 -2.002
C 4.590 1.226 -2.196
C 4.368 -1.250 -2.533
C 3.424 -0.161 -0.498
N -1.845 1.763 -2.317
N -1.908 1.864 -0.961
C -2.603 2.948 -0.671
C -3.027 3.575 -1.857
C -2.525 2.797 -2.873
C -2.662 3.048 -4.340
C -2.844 3.339 0.771
C -3.645 4.643 0.807
C -3.649 2.239 1.473
C -1.523 3.568 1.507
C -2.068 -3.600 -0.481
C -0.615 -4.072 -0.353
C -2.516 -2.951 0.834
C -2.963 -4.806 -0.767
H -3.949 -1.855 -5.144
H -2.502 -0.916 -5.529
H -3.841 -0.155 -4.677
H -3.574 -3.502 -3.114
H -1.618 0.777 -4.251
H 3.131 0.629 -4.918
H 1.141 1.086 -6.523
H -0.193 1.939 -5.745
H -0.336 0.221 -6.084
H 4.838 1.371 -3.249
H 5.520 1.087 -1.640
H 4.104 2.133 -1.832
H 4.587 -1.159 -3.599
H 3.735 -2.126 -2.387
H 5.308 -1.414 -2.002
H 3.058 0.748 -0.008
H 4.389 -0.379 -0.032
H 2.791 -1.017 -0.236
H -3.600 4.480 -1.966
H -3.246 3.957 -4.487
H -3.163 2.229 -4.856
H -1.692 3.192 -4.816
H -4.609 4.529 0.308
H -3.098 5.451 0.318
H -3.831 4.939 1.842
H -4.575 2.033 0.932
H -3.904 2.541 2.494
H -3.080 1.309 1.528
H -0.858 4.219 0.938
H -0.947 2.671 1.752
H -1.727 4.055 2.461
H 0.056 -3.237 -0.160
H -0.291 -4.576 -1.266
H -0.520 -4.772 0.481
H -1.847 -2.145 1.140
H -2.497 -3.685 1.644
H -3.530 -2.555 0.750
H -2.676 -5.302 -1.697
H -4.012 -4.512 -0.843
H -2.872 -5.531 0.044
Br -3.019 -2.132 4.653
C -1.212 -2.769 4.612
C -0.729 -3.446 5.723
C 0.576 -3.905 5.647
C 1.314 -3.663 4.499
C 0.725 -2.956 3.460
N -0.537 -2.522 3.524
C 1.545 -2.597 2.213
O 2.632 -3.155 2.083
O 1.008 -1.726 1.467
H -1.351 -3.599 6.592
H 1.011 -4.444 6.479
H 2.335 -3.995 4.378
S 2.116 2.757 1.655
C 2.021 3.428 0.065
C 2.850 4.500 -0.339
C 2.750 5.005 -1.611
C 1.824 4.450 -2.494
C 1.053 3.405 -2.032
N 1.133 2.896 -0.799
H 3.557 4.899 0.374
H 3.389 5.824 -1.923
H 1.710 4.808 -3.508
H 0.324 2.940 -2.682
C -1.896 2.284 4.870
N -0.456 2.414 4.799
C 0.160 3.299 5.762
C 1.568 3.618 5.312
C 2.353 2.326 5.201
N 1.583 1.299 4.526
C 2.321 0.137 4.075
C 0.269 1.406 4.190
O -0.284 0.580 3.472
H -2.381 3.243 4.680
H -2.207 1.937 5.864
H -2.224 1.562 4.128
H 0.168 2.843 6.766
H -0.449 4.204 5.824
H 2.059 4.292 6.017
H 1.536 4.095 4.331
H 2.652 1.961 6.193
H 3.264 2.500 4.620
H 3.102 0.412 3.364
H 1.627 -0.542 3.586
H 2.782 -0.365 4.933
```

- HOMO energy: -4.341 eV
- Total charge: -1
- Energy above the lowest of the compared OMol25 structures with the same formula, charge and spin: 12.8 kcal per mole

Löwdin population analysis, charges in e, atoms 1 to 5:
1. Ba 1.76
2. C -0.03
3. C -0.27
4. C 0.02
5. C -0.26